[1]
DFT (ωB97M-V/def2-TZVPD) results for 2 unconnected molecules or ions with the total composition CH2N2S.

Geometry as XYZ:
```
6
Properties=species:S:1:pos:R:3:forces:R:3:mulliken_charge:R:1
S -0.0782 -1.5427 1.4304 -1.476 -0.093 2.245 -0.307
N 0.9517 1.3505 -1.0284 2.618 0.725 1.489 -0.279
N -1.4957 0.5564 -2.3997 4.580 1.911 2.510 0.050
C -0.0080 1.1419 -1.5825 -7.197 -2.657 -3.972 0.242
H -0.1886 -0.7491 2.6051 0.058 -1.064 -1.457 0.161
H 0.8188 -0.7570 0.9750 1.416 1.178 -0.815 0.133
```
Forces are in eV/Å.

- Multiplicity: 1
- Total charge: 0
- Highest occupied orbital energy (spin up / spin down): -9.7623 / -9.7644 eV
- Frontier orbital gap (spin up / spin down): 6.75 / 6.74 eV
- Relative energy (zero: lowest compared OMol25 entry of this formula, charge and spin): 549.51 kJ/mol

***

[2]
DFT (ωB97M-V/def2-TZVPD) results for a molecular structure, C25H50F6GeN5O7S3Si3Sn.

Geometry as XYZ:
```
101
Properties=species:S:1:pos:R:3:forces:R:3:mulliken_charge:R:1
Sn -1.5510 -0.1602 0.0956 0.925 0.345 0.442 2.452
Ge 2.0683 0.0298 0.3336 0.362 0.207 0.119 0.760
S -1.0837 -3.9501 0.2804 -0.400 -0.153 0.126 0.314
S -4.8370 -1.0626 1.3918 -0.127 -0.200 0.153 1.176
S -4.9280 -0.7004 4.1052 -0.192 0.051 0.058 1.041
Si 3.4160 0.2003 2.3844 0.306 0.031 0.128 0.488
Si 3.0950 -1.9352 -0.6791 0.453 -0.223 0.027 0.484
Si 3.2969 1.7319 -0.9097 0.082 0.446 -0.189 -0.084
F -5.8811 -3.0747 0.1243 -0.084 0.095 0.024 -0.199
F -5.5790 1.5663 5.2740 -0.009 -0.169 -0.021 -0.252
F -7.2412 -2.2837 1.5835 0.115 0.153 0.268 -0.190
F -5.5512 -3.5202 2.1974 -0.041 0.216 0.123 -0.207
F -6.8741 1.0970 3.6247 0.081 -0.167 -0.141 -0.222
F -4.8706 1.8490 3.2603 0.033 -0.108 -0.071 -0.194
O -5.6768 0.0604 1.0987 -0.297 0.195 -0.190 -0.803
O -2.0624 -0.6802 -2.2494 0.195 0.265 -0.127 -0.673
O -6.0961 -1.5230 4.1434 -0.237 -0.083 0.008 -0.660
O -0.6100 -2.5212 0.3518 0.080 -0.010 -0.071 -0.522
O -3.8791 -1.4489 0.3741 0.307 0.162 0.128 -1.120
O 1.4482 2.2553 -3.0884 -0.378 -0.206 -0.651 -0.283
O -4.0311 -0.6744 5.2132 0.283 0.076 -0.098 -0.669
N -0.3686 0.8893 -2.3511 0.468 0.692 -0.258 0.812
N -0.8842 0.4727 2.7732 -0.236 -0.070 0.022 -0.178
N -4.0755 -0.9439 2.7658 -0.140 -0.021 -0.088 -0.206
N -0.6509 2.3954 0.5642 -0.089 -0.027 -0.129 0.778
N -3.3397 1.7329 -0.2783 -0.093 -0.154 -0.049 -0.515
C -5.9732 -2.5675 1.3679 0.153 -0.386 -0.409 0.443
C 0.0014 0.8838 -4.6325 -0.157 -0.147 -0.616 0.745
C -5.6195 1.0525 4.0417 0.248 0.301 0.150 0.596
C 3.2959 1.9035 3.2535 -0.148 -0.185 -0.270 -1.177
C 0.3120 1.4128 -3.3628 -0.459 -0.489 0.919 -0.633
C -1.6175 -0.7746 -5.3847 -0.076 -0.052 0.126 -0.374
C -1.2358 -0.0081 -2.9225 -0.506 -0.381 0.338 -0.287
C -1.0410 -0.0374 -4.3613 0.383 0.187 -0.377 -0.236
C -2.1747 -4.1430 1.7118 0.250 -0.097 -0.188 -0.476
C 0.4604 1.0714 -5.9426 0.087 0.050 0.238 -0.774
C 5.2926 -0.0374 2.1319 -0.335 -0.039 -0.041 -1.059
C 2.1236 -2.4536 -2.2369 -0.115 0.167 0.228 -0.913
C 2.7453 1.5009 -2.7853 0.771 -0.519 0.778 -0.188
C 2.8332 3.5777 -0.6378 -0.129 -0.339 0.131 -1.349
C -0.1138 0.3148 -6.9412 0.038 -0.019 -0.098 -0.657
C -1.5508 3.3762 -0.0319 -0.210 0.030 0.059 -0.792
C 3.0882 -3.3862 0.5592 -0.182 0.288 -0.175 -1.054
C -1.1419 -0.6001 -6.6711 -0.002 0.058 -0.049 -0.666
C 5.1875 1.8557 -1.1982 -0.238 -0.333 0.077 -1.298
C -2.3483 -3.9963 -1.0073 0.200 0.062 0.146 -0.658
C -1.0008 1.9126 2.9875 0.117 0.080 -0.200 -0.327
C -0.1968 2.6630 1.9289 -0.183 -0.058 0.200 -0.185
C 2.8996 -1.0794 3.7002 -0.041 0.076 -0.325 -1.261
C -3.0289 3.0724 0.2195 0.387 0.064 -0.034 -0.721
C 4.9211 -1.8558 -1.2558 -0.351 0.137 0.080 -1.226
H -1.3340 4.3921 0.3276 0.015 -0.009 -0.112 0.454
H 2.5004 -1.9524 -3.1324 0.040 0.040 -0.013 0.360
H 3.6219 -1.1289 4.5172 0.066 0.079 0.008 0.384
H 4.0968 2.0204 3.9859 0.054 -0.088 0.020 0.425
H 3.4197 4.2526 -1.2659 0.059 -0.079 -0.078 0.411
H 3.2328 -4.3474 0.0607 0.031 0.025 -0.104 0.440
H -0.6591 2.2211 3.9833 -0.045 0.050 -0.054 0.603
H 3.8875 -3.2731 1.2942 0.015 0.068 0.019 0.289
H -2.8050 -3.2646 1.7779 -0.114 0.127 -0.042 -0.240
H -3.2411 3.1124 1.2858 -0.087 -0.049 0.061 0.147
H 5.7099 2.1196 -0.2780 -0.035 0.002 0.053 0.337
H -2.0513 2.1790 2.8994 -0.175 0.025 0.095 -0.112
H 2.8313 -2.0746 3.2574 -0.006 -0.035 0.006 0.257
H -1.5473 -4.2100 2.5984 0.065 -0.002 -0.045 0.390
H 5.6659 0.6439 1.3668 0.037 -0.012 -0.014 0.182
H 0.0209 0.1391 3.0862 0.042 -0.085 -0.176 -0.190
H 1.2495 1.7804 -6.1724 0.015 -0.048 -0.060 0.344
H 5.4360 2.6191 -1.9399 -0.127 0.058 -0.025 0.402
H -0.2398 3.7384 2.1489 0.110 -0.024 -0.010 0.326
H -1.5631 -1.1663 -7.4905 -0.026 -0.027 0.028 0.417
H -2.8352 -4.9700 -0.9926 0.006 -0.026 0.011 0.502
H -2.4141 -1.4719 -5.1616 -0.005 -0.031 -0.037 0.530
H -1.8531 -3.8345 -1.9625 0.092 -0.039 0.025 0.262
H 2.1867 -3.5285 -2.4183 0.057 -0.039 0.022 0.492
H 5.8421 0.1569 3.0556 -0.028 0.003 0.070 0.411
H 2.5439 0.4491 -2.9840 -0.253 0.062 -0.211 -0.064
H 5.2821 -2.8569 -1.5035 -0.048 -0.055 -0.027 0.386
H 5.5999 0.9056 -1.5416 0.053 -0.007 0.048 0.316
H 1.0687 -2.1901 -2.1288 -0.054 -0.040 0.004 -0.116
H -3.0538 -3.1928 -0.8266 -0.148 0.039 0.051 0.000
H 1.5957 2.7387 -3.9189 0.003 0.249 0.195 0.654
H -1.3896 3.3430 -1.1130 0.046 0.100 -0.004 0.235
H 0.1598 2.2914 -0.0326 0.060 -0.213 -0.011 -0.491
H 5.5240 -1.0544 1.8112 0.007 -0.035 -0.023 0.214
H -2.7688 -5.0498 1.6134 0.000 -0.026 -0.045 0.457
H -1.5937 -0.0191 3.3035 -0.063 -0.101 0.106 0.214
H -4.2181 1.3870 0.0978 -0.104 0.020 -0.046 0.186
H -3.6319 3.8447 -0.2710 -0.008 -0.004 0.096 0.468
H 0.8385 2.3279 2.0040 0.067 0.097 -0.047 -0.362
H 3.4819 1.8589 -3.5047 -0.160 0.222 -0.092 0.534
H 3.3871 2.7233 2.5373 0.005 0.044 -0.006 0.180
H 2.3515 2.0337 3.7866 -0.061 -0.003 -0.016 0.292
H 1.9262 -0.8518 4.1402 -0.051 0.027 -0.008 0.382
H 1.7768 3.7803 -0.8300 -0.051 -0.002 0.038 0.296
H 5.0322 -1.2346 -2.1476 0.021 0.013 -0.033 0.305
H -3.4257 1.7469 -1.2902 -0.050 -0.089 0.006 0.202
H 3.0274 3.8629 0.3981 -0.002 -0.009 0.040 0.297
H 2.1412 -3.4273 1.0943 -0.116 -0.027 0.093 0.089
H 0.2426 0.4200 -7.9575 -0.026 0.030 -0.005 0.413
H 5.5726 -1.4492 -0.4817 0.006 0.023 0.015 0.285
```
Forces are in eV/Å.

- Multiplicity: 2
- Total charge: 0
- Highest occupied orbital energy (spin up / spin down): -6.5774 / -6.5787 eV
- Frontier orbital gap (spin up / spin down): 5.96 / 5.13 eV
- Relative energy (zero: lowest compared OMol25 entry of this formula, charge and spin): 209.84 kJ/mol

***

[3]
DFT (ωB97M-V/def2-TZVPD) results for a molecular structure, C15H15AuN2OS3Te.

Geometry as XYZ:
```
38
Properties=species:S:1:pos:R:3:forces:R:3:mulliken_charge:R:1
Au 1.8751 -0.0920 -0.4666 0.204 -0.307 0.536 0.290
Te 1.9135 2.4005 -1.1730 0.050 0.277 -0.216 -0.239
S 3.9826 -1.5443 -0.3312 0.093 0.132 -0.059 -0.565
S -0.7179 2.8272 -3.2665 0.058 -0.008 -0.053 -0.200
S 1.0100 -1.8131 1.1819 -0.099 0.138 -0.030 -0.652
O -2.9210 0.8220 0.5801 -0.003 -0.007 0.016 -0.518
N -2.2050 -0.9201 -1.5548 0.105 0.096 -0.001 -0.120
N -0.1205 -0.5111 -2.8779 -0.178 -0.184 -0.356 -0.533
C -1.9978 -1.2953 -0.1379 -0.005 -0.004 -0.067 -0.660
C 0.0361 3.1986 -1.7645 -0.071 0.004 0.106 -0.295
C 3.5889 -3.4512 3.8113 -0.029 0.013 -0.013 -0.487
C 2.5132 -2.3641 1.9011 0.007 -0.088 0.016 0.323
C 3.7719 -2.2498 1.2559 0.006 -0.039 -0.030 0.165
C 4.8974 -2.7466 1.9320 0.001 -0.019 0.008 -0.479
C -3.2460 0.1081 -1.6961 0.029 -0.029 -0.067 -0.783
C 4.8239 -3.3407 3.1833 0.002 0.018 -0.039 -0.441
C -1.8043 -0.0644 0.7286 -0.034 -0.012 -0.009 -0.171
C -1.0835 -0.6932 -2.2688 -0.096 0.017 0.271 0.561
C -1.8679 4.5741 -1.8235 0.026 -0.027 0.000 -0.368
C 2.4612 -2.9622 3.1664 0.006 -0.010 -0.009 -0.602
C -0.7093 4.1513 -1.1130 -0.013 -0.009 -0.041 -0.272
C -2.9913 1.2759 -0.7596 -0.002 0.017 0.031 -0.140
C -2.0031 3.9381 -3.0233 -0.009 -0.007 0.023 -0.438
H -1.7465 -0.3460 1.7775 -0.003 0.004 0.003 0.335
H 3.5023 -3.9044 4.7940 -0.006 0.001 0.000 0.291
H -0.8717 0.4447 0.4563 -0.009 0.005 -0.011 0.179
H -4.1970 -0.3666 -1.4366 -0.025 0.007 -0.022 0.276
H -0.4216 4.5302 -0.1420 -0.003 -0.006 0.003 0.361
H -2.8994 -1.8280 0.1788 -0.007 -0.022 -0.015 0.188
H -2.5726 5.3075 -1.4517 -0.002 0.005 -0.001 0.352
H 5.8571 -2.6497 1.4361 -0.003 -0.002 0.004 0.315
H -1.1414 -1.9633 -0.0663 0.014 0.014 0.004 0.502
H 1.4911 -3.0354 3.6463 0.004 -0.001 0.000 0.294
H -2.0579 1.7789 -1.0342 0.011 0.006 -0.010 0.032
H 5.7256 -3.7069 3.6649 0.005 0.001 -0.004 0.298
H -3.2801 0.4362 -2.7361 0.003 0.018 0.015 0.459
H -2.7900 4.0532 -3.7536 -0.006 0.010 0.018 0.372
H -3.8041 2.0017 -0.8173 -0.021 -0.002 -0.001 0.369
```
Forces are in eV/Å.

- Multiplicity: 1
- Total charge: -2
- Highest occupied orbital energy: -0.3125 eV
- Frontier orbital gap: 4.78 eV
- Relative energy (zero: lowest compared OMol25 entry of this formula, charge and spin): 81.91 kJ/mol

***

[4]
DFT (ωB97M-V/def2-TZVPD) results for a gas-phase ion, C7H13N2 (charge +1).

Geometry as XYZ:
```
22
Properties=species:S:1:pos:R:3:forces:R:3:mulliken_charge:R:1
N -1.4986 -0.3206 1.1408 -0.904 0.600 1.097 -0.332
N -1.9652 -0.7140 -1.0127 -2.143 -0.197 -1.758 0.032
C -3.0457 -0.2928 -0.4344 0.280 -0.191 -0.564 -0.094
C 0.2524 0.3969 -0.2475 1.132 -1.647 -0.817 0.219
C -2.7060 0.0420 0.8949 -2.816 1.074 2.374 -0.277
C -0.1463 1.8074 0.0064 -0.976 2.561 -2.297 -1.578
C 2.1324 -1.3088 0.1834 1.259 -1.629 0.793 -1.103
C -0.9730 -0.6732 -0.0575 5.348 -1.508 -0.148 0.062
C 1.4440 -0.0809 0.6618 -3.007 1.472 2.561 -0.624
H 1.0166 -0.1786 1.7239 0.542 -0.076 -1.357 0.341
H -0.2775 -1.5591 -0.0742 -1.218 0.321 0.182 0.318
H -3.9313 -0.3744 -0.9900 -1.417 0.468 -0.250 0.476
H 2.0196 0.8610 0.7568 0.529 -0.925 -0.303 0.393
H -2.0952 -1.1149 -1.9626 1.237 0.329 0.881 0.292
H 0.6450 2.5230 -0.4009 -0.623 -1.040 1.074 0.414
H 2.6204 -0.9608 -0.6725 1.530 0.214 -1.450 0.399
H 1.5327 -2.1635 -0.2852 0.336 0.944 1.360 0.321
H -0.3893 1.9525 1.0572 0.342 0.275 -0.033 0.370
H 0.6359 0.1174 -1.2553 -0.592 0.869 0.150 0.396
H -1.0460 2.2570 -0.6177 1.295 -1.454 1.155 0.338
H -3.4615 0.5261 1.6247 1.674 -1.019 -1.101 0.343
H 2.9435 -1.6981 0.9395 -1.809 0.561 -1.548 0.295
```
Forces are in eV/Å.

- Multiplicity: 1
- Total charge: +1
- Highest occupied orbital energy: -14.7441 eV
- Frontier orbital gap: 9.30 eV
- Relative energy (zero: lowest compared OMol25 entry of this formula, charge and spin): 293.29 kJ/mol
- SMILES string: CC[C@H](C)[C@H]1N=CC=[NH+]1

***

[5]
DFT (ωB97M-V/def2-TZVPD) results for a single C4H4ClNO3S molecule.

Geometry as XYZ:
```
14
Properties=species:S:1:pos:R:3:forces:R:3:mulliken_charge:R:1
Cl -2.7923 -1.6957 0.0014 0.434 0.398 0.008 -0.109
S -0.2267 1.7908 -0.0264 0.453 0.160 -0.188 1.025
O -3.9995 1.2647 0.0336 2.664 -0.673 0.455 -0.592
O 0.3717 2.3614 -1.1981 -0.354 -0.309 0.297 -0.587
O 0.2402 2.1793 1.2569 0.570 0.366 0.641 -0.563
N -1.8788 2.1072 -0.0585 1.472 -0.880 0.210 -0.166
C -0.2870 0.0546 -0.0257 -9.585 0.265 0.003 0.312
C -2.0117 -0.2044 -0.0620 5.709 1.275 0.713 0.081
C 0.6386 -0.9925 0.0667 4.567 -1.368 1.213 -1.180
C -2.7687 1.1030 0.0557 -2.478 -0.954 -1.362 0.511
H -2.1562 3.0328 -0.2211 -0.500 1.393 -0.223 0.215
H 0.5954 -1.8408 0.7521 -1.399 0.288 0.441 0.352
H 1.7385 -0.7665 0.2783 -1.386 0.892 -0.222 0.348
H 0.7726 -1.4670 -0.8534 -0.165 -0.852 -1.986 0.352
```
Forces are in eV/Å.

- Multiplicity: 1
- Total charge: 0
- Highest occupied orbital energy (spin up / spin down): -9.6525 / -9.5406 eV
- Frontier orbital gap (spin up / spin down): 8.01 / 8.01 eV
- Relative energy (zero: lowest compared OMol25 entry of this formula, charge and spin): 188.03 kJ/mol
- SMILES string: CC1=C(Cl)C(=O)NS1(=O)=O